{"formula": "C41H50N8OP2Pd", "method": "the ωB97M-V functional and the def2-TZVPD basis", "elements": ["Pd", "N", "C", "N", "C", "C", "O", "C", "C", "H", "H", "H", "H", "H", "H", "H", "H", "C", "C", "C", "C", "N", "C", "N", "N", "N", "H", "H", "H", "H", "H", "H", "H", "H", "H", "H", "C", "P", "C", "C", "C", "C", "C", "C", "C", "C", "C", "C", "C", "C", "P", "C", "C", "C", "C", "C", "C", "C", "C", "C", "C", "C", "C", "H", "H", "H", "H", "H", "H", "H", "H", "H", "H", "H", "H", "H", "H", "H", "H", "H", "H", "H", "H", "H", "H", "N", "C", "N", "C", "C", "C", "C", "C", "H", "H", "H", "H", "H", "H", "H", "H", "H", "H"], "xyz": [[-0.849054, 1.185220, 2.264631], [0.340262, -0.207613, 0.483304], [0.764058, -0.322637, -0.592070], [1.238253, -0.450947, -1.802959], [0.599626, -1.338597, -2.789640], [1.588604, -2.416569, -3.195899], [2.798329, -1.836759, -3.643270], [3.436358, -1.109402, -2.613780], [2.568981, 0.056820, -2.168358], [0.321963, -0.739274, -3.659607], [-0.301654, -1.768042, -2.355956], [1.189123, -3.001755, -4.022359], [1.782171, -3.086947, -2.348019], [4.380117, -0.746143, -3.016593], [3.645166, -1.767665, -1.760080], [2.451598, 0.769184, -2.987762], [3.001821, 0.569269, -1.310886], [1.530680, 0.037930, 7.437019], [2.997993, 0.086818, 7.024565], [3.592680, 1.476628, 7.226182], [3.205973, -0.424593, 5.598128], [2.530119, 0.403080, 4.590802], [2.954018, 1.505523, 3.957321], [1.991698, 1.949690, 3.185122], [0.993977, 1.074175, 3.357675], [1.289972, 0.151703, 4.204539], [1.425572, 0.307841, 8.487167], [1.108304, -0.959153, 7.301228], [0.930940, 0.742393, 6.855575], [3.556725, -0.618442, 7.646613], [3.041010, 2.232917, 6.661122], [4.642521, 1.516438, 6.928849], [3.536940, 1.762924, 8.275519], [2.807978, -1.430234, 5.477454], [4.262507, -0.435575, 5.333072], [3.930191, 1.941981, 4.078792], [-2.995833, 0.310854, -0.200659], [-2.867287, 1.063573, 1.428426], [-2.933043, 0.010957, 2.860656], [-3.743292, 0.258118, 3.981421], [-3.473415, -0.393110, 5.160452], [-2.370784, -1.254408, 5.270463], [-1.554448, -1.487587, 4.190576], [-1.823221, -0.868628, 2.958147], [-3.928659, 2.490966, 1.611606], [-3.657247, 3.385697, 2.651914], [-4.462233, 4.495245, 2.836824], [-5.534999, 4.726497, 1.982723], [-5.809529, 3.841957, 0.949937], [-5.011692, 2.722246, 0.763622], [-3.069489, -1.561128, -0.158142], [-4.827328, -1.726408, 0.312389], [-5.876328, -1.296930, -0.501558], [-7.187795, -1.421045, -0.074467], [-7.464273, -1.976052, 1.170454], [-6.429750, -2.413088, 1.982695], [-5.114107, -2.291065, 1.553119], [-3.083283, -1.899916, -1.951634], [-3.225608, -0.954576, -2.964672], [-3.179915, -1.339727, -4.299260], [-2.999181, -2.672603, -4.634420], [-2.864063, -3.625320, -3.631930], [-2.897028, -3.239974, -2.301567], [-2.106216, 0.630614, -0.748891], [-3.879470, 0.709969, -0.698889], [-4.578508, 0.941703, 3.904273], [-4.117212, -0.238507, 6.016175], [-2.177929, -1.751417, 6.211820], [-0.719703, -2.170019, 4.265856], [-1.309541, -1.219948, 2.067931], [-2.816189, 3.209639, 3.312509], [-4.257989, 5.179384, 3.649807], [-6.163245, 5.594981, 2.130192], [-6.651489, 4.015058, 0.293910], [-5.258408, 2.032501, -0.031825], [-5.668803, -0.890368, -1.486033], [-7.998219, -1.099956, -0.715530], [-8.490057, -2.080451, 1.498052], [-6.645497, -2.861500, 2.943477], [-4.305288, -2.650096, 2.180430], [-3.376232, 0.092772, -2.735079], [-3.292696, -0.595713, -5.077026], [-2.968791, -2.970877, -5.673864], [-2.729586, -4.668042, -3.887498], [-2.775616, -3.987728, -1.525134], [-0.518004, 3.058763, 1.524882], [-0.490053, 4.193704, 1.303155], [-0.446773, 5.459573, 1.033398], [-1.640688, 6.171613, 0.537306], [-1.940405, 7.359282, 1.438221], [-0.706313, 8.244671, 1.599861], [0.475941, 7.442181, 2.139227], [0.780823, 6.252960, 1.241714], [-2.469438, 5.464309, 0.503450], [-1.430201, 6.504587, -0.482756], [-2.266931, 6.992346, 2.415924], [-2.768584, 7.925017, 1.008713], [-0.927720, 9.077838, 2.266113], [-0.441053, 8.679459, 0.630904], [0.253537, 7.082610, 3.147925], [1.367323, 8.066805, 2.206970], [1.538527, 5.598181, 1.668349], [1.129771, 6.587903, 0.261231]], "forces_ev_per_a": [[0.04, -0.05, 0.04], [-0.03, 0.00, -0.13], [0.03, -0.06, 0.05], [-0.04, 0.00, -0.01], [0.01, 0.02, -0.01], [0.00, -0.01, 0.00], [-0.01, 0.00, 0.00], [0.01, 0.01, 0.00], [0.01, -0.01, 0.00], [0.00, 0.00, 0.00], [-0.03, -0.02, 0.00], [0.00, 0.00, 0.00], [0.00, 0.00, 0.00], [0.00, 0.00, 0.00], [0.00, 0.00, 0.00], [0.00, 0.00, 0.00], [0.00, 0.00, 0.00], [-0.01, 0.00, 0.00], [0.01, 0.00, 0.00], [0.00, 0.00, -0.01], [-0.02, -0.01, 0.01], [0.03, 0.00, 0.02], [-0.05, 0.06, 0.06], [0.08, -0.10, -0.11], [-0.04, 0.17, 0.22], [0.03, -0.08, -0.12], [0.01, 0.00, 0.00], [0.00, 0.00, 0.00], [0.00, 0.00, 0.00], [0.00, 0.00, 0.00], [0.00, 0.00, 0.00], [0.00, 0.00, 0.00], [0.00, 0.00, 0.00], [0.00, 0.00, -0.01], [0.00, 0.01, 0.00], [0.00, 0.01, 0.00], [0.01, -0.04, -0.03], [-0.10, 0.16, 0.00], [0.05, -0.12, -0.02], [0.02, 0.03, 0.00], [-0.01, 0.00, 0.01], [-0.01, 0.00, 0.01], [0.01, 0.01, -0.01], [-0.06, -0.01, 0.03], [-0.06, -0.01, -0.05], [0.04, -0.02, 0.01], [-0.01, 0.02, 0.01], [0.00, -0.01, 0.00], [0.01, -0.01, 0.03], [-0.02, -0.01, 0.00], [0.02, -0.01, 0.00], [-0.01, 0.02, 0.05], [0.01, 0.01, 0.00], [-0.01, 0.01, 0.00], [0.00, 0.00, 0.01], [0.00, 0.01, 0.00], [-0.01, -0.01, -0.01], [0.05, -0.02, 0.00], [0.00, -0.01, -0.03], [0.00, 0.04, 0.03], [0.00, -0.03, 0.01], [-0.01, 0.01, -0.03], [0.02, 0.01, 0.01], [0.00, -0.02, 0.01], [0.00, 0.04, 0.02], [0.00, 0.00, 0.00], [0.00, 0.00, 0.00], [0.00, 0.00, 0.00], [0.00, 0.00, 0.00], [0.00, 0.02, -0.02], [0.00, 0.00, -0.01], [0.00, 0.00, 0.00], [0.00, 0.00, -0.01], [0.00, 0.00, 0.00], [0.01, -0.02, -0.01], [0.00, -0.01, 0.00], [0.00, 0.00, 0.00], [0.00, 0.00, 0.00], [0.00, 0.00, 0.00], [0.00, 0.00, 0.00], [0.02, 0.01, 0.00], [0.00, 0.00, 0.00], [0.00, 0.00, 0.00], [0.00, 0.00, 0.00], [0.00, 0.01, 0.00], [-0.05, 0.03, -0.01], [0.09, 0.00, -0.02], [-0.03, -0.02, 0.01], [0.00, 0.00, 0.00], [-0.01, 0.00, -0.01], [0.00, 0.00, 0.00], [0.00, 0.00, 0.00], [0.00, 0.01, 0.01], [0.00, 0.00, 0.01], [0.00, 0.00, 0.00], [0.00, 0.00, 0.00], [0.00, 0.00, 0.00], [0.00, 0.00, 0.00], [0.00, 0.00, 0.00], [0.00, 0.00, 0.00], [0.00, 0.00, 0.00], [0.00, 0.00, 0.00], [0.00, 0.00, 0.00]], "orbital_gap_ha": 0.2689, "total_energy_ha": -2915.71308, "relative_energy_kcal_mol": 15.70, "total_charge": 2}

{"formula": "C41H51Cl3MnN11O4PS", "method": "the ωB97M-V functional and the def2-TZVPD basis", "elements": ["Mn", "O", "N", "O", "C", "C", "C", "C", "C", "C", "N", "C", "C", "N", "C", "C", "C", "C", "H", "H", "H", "H", "H", "H", "H", "Cl", "C", "C", "C", "C", "C", "C", "N", "C", "C", "N", "C", "O", "C", "C", "C", "Cl", "S", "C", "C", "C", "Cl", "C", "H", "H", "H", "H", "H", "H", "H", "H", "H", "H", "H", "H", "H", "C", "N", "C", "P", "O", "N", "C", "C", "N", "C", "C", "H", "H", "H", "H", "H", "H", "H", "H", "H", "H", "H", "H", "H", "H", "H", "H", "H", "H", "C", "C", "N", "C", "N", "C", "C", "C", "N", "C", "H", "H", "H", "H", "H", "H", "H", "H", "H", "H", "H", "H", "H"], "xyz": [[-0.057610, -0.162224, 1.260436], [-3.626110, -5.610524, 3.850636], [-2.735910, -5.313624, 4.608036], [-2.462610, -5.830924, 5.652836], [-1.924210, -4.150024, 4.214136], [-1.426110, -3.361124, 5.201336], [-0.759010, -2.138724, 4.899736], [-0.273210, -1.256224, 5.879136], [0.250990, -0.047724, 5.472836], [0.284290, 0.266976, 4.115636], [-0.113810, -0.564024, 3.160336], [-0.623810, -1.765724, 3.544936], [-1.054510, -2.648124, 2.508036], [-0.812110, -2.238724, 1.232136], [-1.188710, -3.052324, 0.250636], [-1.815810, -4.276724, 0.469036], [-2.098710, -4.688324, 1.753736], [-1.720410, -3.857124, 2.824136], [-1.559910, -3.652724, 6.234636], [-0.324610, -1.525224, 6.922636], [0.617490, 0.667076, 6.194136], [0.640490, 1.233176, 3.776536], [-0.978910, -2.722224, -0.757764], [-2.075910, -4.901224, -0.371264], [-2.613110, -5.621224, 1.926436], [-4.226810, -0.622224, -7.987664], [-2.733010, -0.374124, -7.180364], [-2.457410, -1.042824, -5.991864], [-1.241610, -0.850024, -5.363764], [-0.254010, -0.030524, -5.905964], [1.142490, 0.052676, -5.331764], [1.270290, 0.854976, -4.000364], [0.453590, 0.483676, -2.866964], [-0.891410, 0.676276, -2.737664], [-1.212310, 0.352776, -1.454064], [-0.075810, -0.015924, -0.781064], [0.904290, 0.063276, -1.672764], [1.871290, -1.159324, -5.306964], [1.353590, -2.351624, -4.776664], [0.399590, -3.139624, -5.638064], [0.282490, -3.068324, -7.018364], [1.123090, -2.044624, -8.063064], [-0.876010, -4.212324, -7.639764], [-1.166110, -4.800524, -6.063964], [-0.427310, -4.149124, -5.112064], [-0.567710, 0.668276, -7.082764], [0.560090, 1.753076, -7.807864], [-1.795210, 0.506076, -7.706764], [-3.188210, -1.714524, -5.572364], [-1.073810, -1.363124, -4.430864], [1.739890, 0.649276, -6.036064], [1.052990, 1.900376, -4.241564], [2.316990, 0.772476, -3.692964], [-1.506210, 1.024576, -3.539064], [-2.176510, 0.368276, -0.980964], [1.934190, -0.170524, -1.473464], [0.903690, -2.202224, -3.783364], [2.247690, -2.976724, -4.649564], [-1.862210, -5.605624, -5.911664], [-0.451910, -4.404024, -4.067564], [-2.017810, 1.052376, -8.608764], [2.953590, 2.820376, 3.754636], [3.173890, 2.931376, 2.324236], [3.798690, 4.186276, 1.948836], [3.193790, 1.524176, 1.423036], [1.844890, 0.855376, 1.459236], [3.549390, 1.848476, -0.177364], [2.644790, 2.691976, -0.935664], [4.917090, 1.855776, -0.666764], [4.311790, 0.516476, 2.111836], [4.236090, -0.910124, 1.868136], [5.596890, 0.982376, 2.606136], [3.837890, 3.144676, 4.309036], [2.752590, 1.784276, 4.014536], [2.113190, 3.450476, 4.056736], [4.675390, 4.390176, 2.570736], [3.085390, 4.999876, 2.099636], [4.111590, 4.181176, 0.910236], [1.621190, 2.480676, -0.622364], [2.757590, 2.458476, -1.997264], [2.837990, 3.763476, -0.812864], [5.549990, 1.271476, -0.003364], [5.322590, 2.869076, -0.751064], [4.938990, 1.395376, -1.657164], [3.221290, -1.165824, 1.558836], [4.480590, -1.449624, 2.783536], [4.935790, -1.226924, 1.089636], [5.630190, 2.069776, 2.605136], [6.424690, 0.612976, 1.993536], [5.747690, 0.625076, 3.627636], [-5.119510, 1.104576, 3.488736], [-4.636710, -0.115724, 2.719536], [-3.320910, 0.163476, 2.169836], [-2.770810, 1.386776, 1.998236], [-1.514210, 1.418076, 1.552036], [-0.925710, 2.739276, 1.334336], [-1.459910, 3.761876, 2.331936], [-2.970010, 3.812376, 2.186136], [-3.510210, 2.469376, 2.277236], [-4.921710, 2.325276, 2.600636], [-4.538510, 1.224076, 4.404236], [-6.167710, 0.995776, 3.759136], [-5.335810, -0.361924, 1.911436], [-4.566510, -0.985824, 3.377036], [-2.769410, -0.614524, 1.833036], [-1.147610, 3.071176, 0.310236], [0.161390, 2.650776, 1.433636], [-1.033810, 4.743276, 2.134936], [-1.201710, 3.464176, 3.349736], [-3.246310, 4.262676, 1.225436], [-3.412310, 4.416576, 2.981736], [-5.505010, 2.215876, 1.679536], [-5.255510, 3.232376, 3.105436]], "forces_ev_per_a": [[0.07, 1.31, -1.02], [-0.52, -0.23, -0.27], [0.33, 0.24, 0.10], [0.05, -0.27, 0.42], [0.48, 0.73, 0.33], [-0.24, -0.56, -0.19], [0.05, 0.22, -0.79], [0.08, 0.22, -0.36], [-0.11, -0.21, 0.06], [0.20, 0.57, -0.10], [-0.03, -0.45, 1.09], [-0.22, -0.32, 0.34], [-0.33, -0.50, 0.28], [0.02, 0.25, 0.20], [0.21, 0.35, -0.33], [-0.03, -0.14, 0.37], [0.06, 0.16, -0.54], [0.27, 0.53, -0.06], [-0.05, -0.04, 0.02], [-0.03, 0.00, 0.15], [0.03, 0.07, -0.02], [0.03, -0.08, 0.04], [0.01, 0.07, -0.04], [-0.02, 0.02, -0.10], [0.07, -0.01, 0.02], [-0.04, 0.00, -0.01], [0.48, 0.09, 0.27], [-0.19, 0.10, -0.10], [-0.14, 0.25, -0.21], [0.07, 0.30, -0.15], [0.05, 0.07, 0.09], [0.70, -0.07, -1.19], [-0.09, -0.43, 1.23], [-0.48, -0.01, 0.58], [-0.72, 0.30, -0.47], [-0.03, -0.11, 0.65], [0.68, 0.01, -0.32], [0.12, 0.33, 0.23], [0.19, -0.57, -0.04], [0.34, 0.37, -1.45], [-0.45, -0.76, 1.12], [0.25, 0.26, -0.60], [0.55, 0.53, 0.51], [0.10, 0.18, 0.27], [-0.51, -0.43, -0.38], [-0.32, -0.36, 0.37], [0.06, 0.12, -0.12], [-0.15, -0.06, -0.04], [-0.11, -0.09, 0.03], [0.11, -0.16, 0.04], [-0.22, -0.06, 0.34], [0.01, -0.09, 0.11], [-0.14, 0.05, 0.01], [-0.13, 0.09, -0.24], [-0.08, 0.08, 0.03], [0.18, 0.10, 0.00], [-0.01, 0.01, 0.03], [-0.14, 0.13, 0.20], [-0.07, -0.09, 0.00], [-0.07, -0.09, 0.26], [0.01, 0.04, -0.12], [-0.18, -0.02, 0.14], [0.15, -1.16, -0.71], [0.00, 0.32, -0.17], [1.43, 0.86, 0.03], [-2.13, -1.13, 0.10], [-0.18, -0.03, 1.19], [-0.30, 0.07, -0.10], [0.33, -0.05, -0.10], [-0.84, 0.56, -0.64], [-0.08, -0.29, -0.11], [0.20, 0.14, 0.23], [-0.01, -0.04, 0.00], [-0.01, -0.06, 0.15], [-0.01, 0.00, 0.09], [0.00, -0.06, -0.03], [0.08, 0.05, -0.07], [0.00, 0.00, -0.07], [-0.05, 0.13, -0.13], [-0.09, 0.02, 0.03], [0.04, -0.08, 0.00], [0.07, 0.03, -0.09], [0.00, -0.05, 0.04], [0.07, 0.04, 0.03], [0.14, -0.13, 0.05], [-0.03, -0.05, 0.02], [0.00, -0.01, 0.00], [0.05, 0.02, 0.05], [-0.08, 0.01, -0.02], [0.03, 0.04, -0.04], [0.08, -0.01, -0.24], [-0.51, -0.07, 0.17], [0.37, -0.20, -0.13], [-0.17, -0.44, 0.12], [1.05, -0.65, -0.16], [0.27, 0.33, -0.13], [-0.17, -0.20, -0.28], [0.38, 0.48, -0.04], [0.42, -0.42, -0.08], [-0.53, -0.30, 0.15], [-0.03, 0.02, 0.06], [0.01, -0.04, -0.02], [0.07, 0.04, 0.12], [0.01, 0.06, -0.06], [-0.23, 0.22, 0.04], [0.12, 0.02, 0.08], [-0.12, 0.07, -0.08], [0.03, 0.02, 0.02], [0.06, 0.02, 0.05], [-0.02, 0.00, 0.11], [-0.01, -0.09, -0.09], [0.00, 0.10, 0.06], [0.11, -0.05, -0.07]], "multiplicity": 5, "orbital_gap_ha": [0.1026, 0.1449], "total_energy_ha": -5766.54891, "relative_energy_kcal_mol": 34.99, "total_charge": 3}